(1)
ORCA calculation (ωB97M-V/def2-TZVPD) on a cluster of 8 separate species, C19H26Cl9F9O14S2 in total at a distorted geometry.

Each line ends with the Mulliken charge.
Positions of all 79 atoms, in Å:
Cl1 3.08935 5.31597 -2.18947  -0.1462
Cl2 0.95853 5.98184 -0.43961  -0.0807
Cl3 0.31945 5.57897 -3.26104  -0.1202
Cl4 3.59479 -2.43878 3.90607  -0.1606
Cl5 1.29475 -3.93742 2.78073  -0.1404
Cl6 2.23939 3.34910 3.25070  -0.1226
Cl7 2.71196 -1.89828 1.26137  -0.1045
Cl8 3.23949 2.22408 5.72170  -0.1337
Cl9 0.56463 3.36511 5.66205  -0.1464
S1 2.78618 0.24304 -4.97365  1.0937
S2 -1.94264 -2.28602 2.68857  0.8735
F1 -2.16384 1.04458 -2.45418  -0.2340
F2 -1.97823 0.72986 5.13577  -0.2028
F3 -1.69386 1.23889 7.19187  -0.2601
F4 -3.44469 -1.76013 -7.43529  -0.2237
F5 -2.97621 -3.81712 -7.55751  -0.2532
F6 -1.87306 3.08748 -3.18233  -0.2430
F7 -4.14845 -3.21181 -5.87532  -0.2571
F8 -2.75012 -0.56272 6.77054  -0.2674
F9 -3.20542 2.65513 -1.52406  -0.3010
O1 -0.18965 -1.23335 7.34506  -0.3547
O2 -2.47100 -3.33419 1.89095  -0.6098
O3 1.95596 0.03082 -6.30641  -0.3233
O4 2.58845 -0.95281 -4.27064  -0.5180
O5 1.81275 1.39835 -4.40378  -0.2500
O6 -1.33132 -1.35192 -5.90506  -0.4352
O7 -1.32081 -2.53841 3.91587  -0.2891
O8 -1.00523 -1.40711 1.69000  -0.1857
O9 0.22298 2.36774 -1.79647  0.1836
O10 -1.46834 -3.42217 -5.02688  -0.2999
O11 -3.00643 -1.14310 2.87829  -0.3456
O12 -1.06566 2.55392 0.05883  -0.7368
O13 0.36405 -0.64286 5.30469  -0.2708
O14 4.09748 0.74461 -5.20339  -0.5944
C1 0.76221 -3.44539 6.90580  -0.8307
C2 -0.37126 -0.57828 6.25721  0.3355
C3 1.07090 -2.06819 7.29881  -0.2187
C4 2.01828 1.11768 -0.71481  -0.5836
C5 -0.86799 2.46490 -1.16327  0.5090
C6 -1.84200 -2.42034 -5.81858  0.2404
C7 0.46868 1.37177 -5.05367  0.1270
C8 -2.03693 2.29043 -2.14081  0.8021
C9 1.83720 2.52467 4.76662  1.0107
C10 2.17972 -2.36510 2.83137  0.8331
C11 1.47484 2.49335 -1.03108  -0.0604
C12 1.50739 6.13776 -2.02738  -0.0075
C13 -2.83812 -0.07372 1.95803  -0.4510
C14 -1.32574 -0.01991 1.72740  1.0253
C15 -3.13089 -2.81589 -6.71814  0.8514
C16 -1.71757 0.23247 6.36758  0.7637
C17 0.83310 0.91858 -6.47551  -0.4202
C18 -0.91253 -2.41190 -2.90223  -0.9651
C19 -0.42271 -3.06373 -4.11786  -0.0949
H1 -1.43504 -3.06899 -2.23513  0.4676
H2 1.72364 -4.07767 6.99697  0.3088
H3 2.09185 2.94984 -1.71995  -0.1570
H4 -0.22779 0.70647 -4.55018  -0.1374
H5 1.80696 -1.56382 6.73914  0.3256
H6 0.02967 -3.83116 7.63575  0.3386
H7 1.74916 7.18014 -2.27507  0.3667
H8 1.23802 1.72830 -7.05749  0.3439
H9 0.05873 0.37201 -7.04924  0.2528
H10 -0.83158 0.42715 2.64284  -0.1330
H11 0.01283 2.31807 -4.96303  0.4724
H12 1.45334 1.60663 4.47339  -0.6561
H13 1.27771 3.01898 -0.12116  0.4055
H14 0.11668 -4.06033 -3.85396  0.2572
H15 1.33713 -2.05772 8.36940  0.2752
H16 -0.08374 -2.06348 -2.30770  0.3362
H17 0.27975 -3.60812 5.90480  0.1455
H18 2.18545 0.48302 -1.60244  0.1382
H19 0.23438 -2.36648 -4.62346  0.2178
H20 2.93143 1.25051 -0.19927  0.4966
H21 1.33960 0.55500 -0.05154  -0.1834
H22 -3.25749 0.79617 2.46064  0.3477
H23 -1.58792 -1.62217 -3.15116  0.1447
H24 -1.12491 0.42234 0.77128  -0.6130
H25 -3.33642 -0.18032 0.96465  0.3177
H26 1.52673 -1.57479 3.20451  -0.4844

Its HOMO energy is -0.4051 Ha. As for the total charge: 0. The SMILES is CCOC(=O)C(F)(F)F.CCOC(=O)C(F)(F)F.CCOC(=O)C(F)(F)F.O=S1(=O)OCCO1.O=S1(=O)OCCO1.ClC(Cl)Cl.ClC(Cl)Cl.ClC(Cl)Cl. The orbital gap is 11.23 eV. The largest force on an atom is 4.20 eV/Å.

(2)
ORCA calculation (ωB97M-V/def2-TZVPD) on an isolated molecule of C19H26ClN3O.

Each line ends with the Mulliken charge.
Positions of all 50 atoms, in Å:
Cl1 -0.34528 -5.97906 2.40042  -0.2319
O1 -0.63259 -3.07114 -2.13375  -0.5835
N1 2.05950 5.09667 -1.41901  0.8499
N2 -0.05209 1.12230 -1.46079  0.6149
N3 2.53394 4.34462 -0.43222  -1.0570
C1 -0.12358 -3.49981 1.37043  -0.6868
C2 1.09695 7.28512 -0.88240  -1.0824
C3 -1.56361 -2.35372 -1.36535  -1.6228
C4 0.13898 -1.29290 0.20018  -1.2465
C5 -1.79643 1.15685 0.23151  -0.5696
C6 -1.02245 -1.02969 -0.78948  2.5573
C7 1.32934 4.36969 -2.29013  -0.8654
C8 -1.19456 1.86994 -0.97322  -0.9946
C9 2.11917 3.11685 -0.67316  -0.3132
C10 0.70368 1.86379 -2.45576  -0.8528
C11 -0.50352 -4.25544 2.46618  0.0909
C12 -0.24268 -2.11432 1.39621  0.4994
C13 -1.10417 -2.27789 3.64583  -0.7236
C14 -0.72695 -1.51564 2.55507  -0.2733
C15 -0.47943 -0.17372 -1.94364  -2.2518
C16 -1.00276 -3.65758 3.61045  -0.5341
C17 -2.18273 -0.27536 -0.12839  -1.5536
C18 2.29264 6.51489 -1.43897  -0.5134
C19 1.34638 3.06441 -1.84648  0.5008
H1 0.87126 4.81306 -3.15183  0.4283
H2 -1.47914 -1.79511 4.53579  0.4002
H3 0.89722 6.97227 0.13927  0.3162
H4 -3.01704 -0.24462 -0.83418  0.5833
H5 2.37624 2.31264 -0.01435  0.5798
H6 0.37361 -0.68098 -2.40024  0.5081
H7 -2.67851 1.70022 0.57535  0.4415
H8 0.27780 -4.00499 0.50447  0.3662
H9 -0.80035 -0.44054 2.60989  0.3418
H10 1.30543 8.35134 -0.88858  0.3775
H11 3.17593 6.69946 -0.82412  0.3095
H12 -1.96315 1.98433 -1.76208  0.2927
H13 -1.95372 -2.97302 -0.54475  0.4400
H14 -1.06298 1.16300 1.03709  0.2057
H15 0.20938 7.09892 -1.48296  0.3059
H16 2.49811 6.82657 -2.46744  0.3158
H17 -0.85611 2.86714 -0.68190  0.4959
H18 -1.26403 -0.07948 -2.71728  0.4530
H19 1.48219 1.19679 -2.84228  0.4269
H20 0.94343 -1.79403 -0.34386  0.7327
H21 -1.29560 -4.25924 4.45593  0.4291
H22 0.09947 -3.33182 -1.56392  0.3764
H23 0.52055 -0.32208 0.51463  0.4959
H24 -2.52155 -0.81265 0.75933  0.4125
H25 0.07252 2.17700 -3.30848  0.2541
H26 -2.38851 -2.14049 -2.05012  0.5540

Its HOMO energy is -0.3189 Ha. As for the total charge: 0. The SMILES is CCn1cc(CN2CCC[C@](CO)(Cc3cccc(Cl)c3)C2)cn1. The relative energy (zero: lowest compared OMol25 entry of this formula, charge and spin) is 0.005 eV. The orbital gap is 9.45 eV. The largest force on an atom is 0.82 eV/Å.

(3)
ORCA calculation (ωB97M-V/def2-TZVPD) on an isolated molecule of C19H26ClNO3 at a distorted geometry.

Each line ends with the Mulliken charge.
Positions of all 50 atoms, in Å:
Cl1 -0.46289 -1.20068 -2.43535  -0.1894
O1 1.95439 -0.43297 2.21733  -0.3628
O2 4.01932 4.19644 -4.73887  -0.6201
O3 4.81549 2.21577 -5.33626  -0.4484
N1 0.94395 0.70990 -0.36257  0.1405
C1 2.20556 -1.10552 -2.21456  -1.3938
C2 0.97350 -1.47516 -1.39923  -0.1072
C3 3.14065 -0.55151 2.99726  -0.8152
C4 2.32066 0.38898 -2.32383  1.2252
C5 3.26153 2.32421 -3.46737  -0.0405
C6 0.88396 -0.73012 -0.03497  0.5648
C7 -2.12292 -2.41914 1.82896  0.3705
C8 1.69013 1.23440 -1.39090  0.5788
C9 3.11940 0.94229 -3.34721  -1.0992
C10 -2.30751 -2.70298 3.21373  1.2705
C11 -3.69019 -2.65153 3.87161  -1.5216
C12 2.12770 -1.00248 0.92350  -1.7198
C13 -0.73060 -2.32305 1.18140  -0.3352
C14 -3.31075 -2.34020 0.90879  -2.1868
C15 1.78996 2.62009 -1.51541  -1.0042
C16 2.57791 3.14835 -2.54634  -0.6703
C17 4.04925 2.99057 -4.56137  0.5566
C18 -1.15894 -2.94412 4.13587  -1.4935
C19 -0.47121 -0.90984 0.68850  -1.2384
H1 0.61926 1.37245 0.35973  0.4136
H2 -0.37736 -3.60577 3.74633  0.3997
H3 -4.10986 -3.65374 3.85007  0.3134
H4 3.63249 0.29755 -4.04391  0.4896
H5 3.04154 -0.02099 3.94684  0.2737
H6 -3.99556 -3.18670 1.08821  0.4363
H7 1.30819 3.29126 -0.83249  0.4490
H8 2.27112 -2.06774 1.00925  0.5794
H9 -1.29091 -0.60337 0.00729  0.6600
H10 -4.31685 -1.92822 3.33226  0.3580
H11 2.65627 4.22119 -2.61098  0.4322
H12 -0.72703 -1.94050 4.38946  0.2425
H13 3.34688 -1.58821 3.25873  0.3215
H14 1.02577 -2.54245 -1.19593  0.7116
H15 -2.98251 -2.44969 -0.09113  0.4470
H16 5.23512 2.84773 -5.94774  0.3420
H17 -3.87442 -1.39480 0.98364  0.3366
H18 3.07006 -1.49812 -1.67013  0.3566
H19 -1.48455 -3.43247 5.05705  0.4592
H20 -3.61364 -2.31451 4.91118  0.4448
H21 3.03696 -0.55912 0.49047  0.6582
H22 3.99370 -0.15072 2.47182  0.3341
H23 2.15427 -1.53907 -3.23678  0.4778
H24 -0.56945 -0.21223 1.57393  0.2469
H25 -0.67772 -3.06449 0.39296  0.2342
H26 0.05194 -2.57646 1.91627  0.1216

Its HOMO energy is -0.2903 Ha. As for the total charge: 0. The SMILES is COC[C@@]1(CCC(C)=C(C)C)Nc2ccc(C(=O)O)cc2C[C@@H]1Cl. The relative energy (zero: lowest compared OMol25 entry of this formula, charge and spin) is 0.000 eV. The orbital gap is 8.48 eV. The largest force on an atom is 4.02 eV/Å.

Which of these has the lowest orbital gap? C19H26ClNO3